Entry from the Open Molecules 2025 dataset: the molecule C6H9N (the ωB97M-V functional and the def2-TZVPD basis).

```
16
Properties=species:S:1:pos:R:3:nbo_charge:R:1
C -0.93586 -0.55610 -0.96758 -0.5857
C -1.10645 0.61784 1.86779 0.0473
C -0.69098 1.77422 0.99780 -0.3068
C 0.18780 1.40686 0.05284 -0.1557
C 0.18348 -0.10336 0.00778 0.0371
C 1.44947 -0.87626 -0.33586 -0.6103
N -0.38449 -0.36209 1.34310 -0.5580
H -1.22736 -1.58493 -0.72913 0.2077
H -1.82873 0.06963 -0.87194 0.2271
H -0.59493 -0.52016 -2.00307 0.2079
H -1.07136 2.77471 1.16637 0.2146
H 0.78318 2.04710 -0.59667 0.2221
H 1.21683 -1.94874 -0.32121 0.2119
H 1.74585 -0.62463 -1.36068 0.2201
H 2.29257 -0.68985 0.33418 0.2240
H -0.43866 -1.31432 1.68188 0.3966
```

## Properties
* energy relative to the best compared isomer or geometry (same formula, charge and spin): 60.8 kcal/mol
* max |F|: 0.01295 Eh/bohr

---

Entry from the Open Molecules 2025 dataset: the molecule C6H9N (the ωB97M-V functional and the def2-TZVPD basis).

```
16
Properties=species:S:1:pos:R:3:nbo_charge:R:1
C -1.92289 1.04465 -0.53004 -0.4207
C 0.80986 0.49837 0.41562 0.2285
C 1.00026 -0.43333 -0.75961 -0.6666
C 2.30702 -1.02753 -0.45171 0.0038
C 3.37347 -1.42924 -0.06304 -0.2246
C -0.44662 0.20350 1.14457 -0.4202
N -1.62372 -0.08995 0.33809 -0.6287
H -1.19255 1.07326 -1.34805 0.1885
H -1.88671 2.02029 -0.01396 0.1724
H -2.91153 0.92532 -0.97931 0.2073
H 1.09170 0.16908 -1.67594 0.2742
H 0.22153 -1.19514 -0.92141 0.2334
H 4.32907 -1.75536 0.28084 0.2372
H -0.10318 -0.71132 1.67782 0.2645
H -0.63518 0.95614 1.92608 0.1897
H -2.41054 -0.24875 0.96004 0.3614
```

## Properties
* energy relative to the best compared isomer or geometry (same formula, charge and spin): 144.2 kcal/mol
* max |F|: 0.01132 Eh/bohr

---

What did we get for E_HOMO? Answer: -8.14 -8.46 eV, in the order shown.
What did we get for calculated total energy? Answer: -7855.52148 -7851.90518 eV, in the order shown.